Molecular formula: C3H5NO2
Method: DFT, ωB97M-V with the def2-TZVPD basis set

```
11
Properties=species:S:1:pos:R:3:forces:R:3
O -0.015 1.307 0.022 0.0 0.1 0.4
O 0.504 -1.724 -1.838 -0.2 0.5 0.2
N -0.732 -0.448 1.275 -1.9 -1.3 -2.0
C -0.017 -0.751 -1.354 0.2 -0.2 -0.2
C -0.663 0.826 1.097 2.2 -2.0 1.3
C 0.794 0.333 -0.662 0.0 0.0 -0.1
H 1.354 0.897 -1.414 -0.1 -0.1 0.1
H 1.504 -0.141 0.030 -0.2 0.1 -0.1
H -0.312 0.853 2.158 -0.5 3.4 0.3
H -1.311 -0.590 2.101 0.5 -0.3 0.2
H -1.107 -0.562 -1.414 0.1 -0.1 -0.1
```
Positions in Å, forces in eV/Å.

Output
charge	0
HOMO level	-9.92	eV
LUMO	0.0206	Eh
electronic energy	-322.4299	a.u.
Kohn-Sham gap	10.48	eV
relative energy (zero: lowest compared OMol25 entry of this formula, charge and spin)	90.6	kcal/mol
spin multiplicity	1